Entry 1:
The following is a DFT calculation (ωB97M-V/def2-TZVPD) of a single C26H33N5O5 molecule at a distorted geometry.

Geometry as XYZ:
```
69
Properties=species:S:1:pos:R:3:forces:R:3:lowdin_charge:R:1
O -2.5423 1.8752 -1.4837 -0.20 -0.37 0.13 -0.0889
O 0.0317 -0.3408 1.1031 0.04 0.04 0.35 0.0555
O -0.6541 -4.2333 -0.5935 0.22 0.27 0.01 -0.2160
O -0.1202 1.0134 -3.0904 0.06 0.02 -0.50 0.0697
O -5.5230 0.4234 1.9150 0.18 0.19 -0.24 -0.0808
N 0.2048 1.5351 -0.9119 0.13 0.15 0.28 0.1181
N 4.4442 -2.1593 -0.6300 0.61 -0.12 -0.46 0.0743
N -0.0619 -1.4115 -0.8863 -0.31 0.10 -0.18 0.0161
N 3.3008 -2.6700 -0.4281 -0.48 -0.80 -0.25 0.0408
N 2.6520 -2.0131 0.5433 0.61 0.52 0.28 -0.0617
C -1.0446 -0.4750 -1.4426 -0.09 0.38 -0.13 -0.1077
C -2.9526 0.9536 -0.5737 -0.07 -0.23 0.12 -0.2035
C 2.5117 2.4216 -0.8995 0.12 0.15 -0.09 -0.1140
C -1.5526 -5.3124 -0.5511 -0.09 -0.09 -0.01 -0.1014
C 5.5026 0.7539 1.3693 0.23 0.06 -0.09 -0.0926
C -4.0435 1.1285 0.2614 -0.09 0.16 0.05 0.0687
C 0.6420 3.8242 -0.1398 0.02 -0.04 0.09 -0.1335
C 0.3933 -2.4444 -1.7961 -0.15 -0.70 -0.09 -0.0982
C 0.3500 -1.2771 0.3837 0.41 -0.31 0.26 -0.4151
C -2.6522 -1.2421 0.3349 -0.07 0.34 -0.19 -0.0169
C 5.6678 -0.2133 0.4078 -0.06 -0.06 -0.03 -0.0107
C 1.0110 2.7119 -1.1361 -0.02 -0.03 -0.30 -0.2729
C -3.7454 -1.0754 1.1690 -0.31 -0.05 0.24 -0.0138
C -4.4405 0.1243 1.1437 0.13 0.01 -0.15 -0.2688
C 3.2687 -0.0047 1.9576 -0.12 0.10 0.19 -0.0143
C 1.7551 3.7977 0.9053 0.07 0.22 -0.10 -0.1887
C 4.3263 0.8576 2.1294 -0.15 -0.08 0.09 -0.0951
C 3.4312 -0.9918 0.9922 0.79 -0.08 -0.51 -0.1656
C -5.9732 -0.5397 2.8363 -0.07 -0.16 0.14 -0.0912
C -3.2143 3.1079 -1.5649 -0.08 0.20 -0.04 -0.0644
C -0.2918 0.7957 -1.9082 -0.06 -0.42 0.26 -0.4543
C 1.3120 -2.3398 0.9346 -0.48 -0.05 0.03 -0.0138
C 4.6113 -1.1047 0.2162 -0.95 0.37 0.85 -0.2265
C 2.9941 3.5025 0.0664 0.02 -0.10 0.07 -0.1895
C -2.2193 -0.2438 -0.5187 -0.11 -0.03 -0.13 -0.0968
C -0.5886 -3.6170 -1.8616 0.12 0.19 -0.13 -0.1931
H -0.2420 -4.3370 -2.6174 -0.05 0.08 0.04 0.1336
H 6.5675 -0.2942 -0.1795 0.13 0.01 -0.06 0.1116
H -1.5225 -5.7025 0.4641 -0.07 -0.07 -0.03 0.0915
H 2.6134 1.4396 -0.4342 0.00 -0.04 -0.01 0.0985
H 0.0553 1.2267 0.0430 -0.06 -0.09 -0.16 0.1209
H 1.3787 -2.8114 -1.5060 -0.17 0.08 -0.14 0.0977
H 2.3556 0.0811 2.5252 -0.10 0.05 0.07 0.1094
H -4.0337 -1.8813 1.8237 -0.06 -0.05 0.09 0.1013
H 0.6346 4.7888 -0.6483 -0.01 0.06 0.00 0.1138
H -3.1647 3.6571 -0.6193 -0.01 -0.03 -0.02 0.0969
H -2.5729 -4.9879 -0.7896 0.02 -0.02 0.02 0.0915
H -2.6918 3.6686 -2.3381 -0.07 0.02 0.05 0.1000
H -0.3442 3.6551 0.2897 -0.11 0.06 -0.05 0.1081
H 3.0758 2.4105 -1.8298 0.03 -0.08 -0.05 0.1144
H 3.2881 4.3971 -0.4847 0.05 0.09 0.01 0.1122
H 0.4822 -2.0001 -2.7910 0.07 -0.03 0.07 0.1421
H -4.6217 2.0372 0.2562 -0.05 0.13 -0.04 0.1166
H -1.4294 -0.9287 -2.3637 0.20 0.10 0.10 0.1603
H 3.8416 3.1685 0.6624 0.08 0.06 -0.02 0.0859
H -2.1199 -2.1811 0.3672 0.11 -0.10 -0.01 0.1133
H 1.2391 -2.2982 2.0257 -0.03 -0.01 -0.20 0.1439
H -1.2591 -6.0999 -1.2550 -0.02 0.00 0.03 0.0915
H -6.3029 -1.4545 2.3331 0.03 0.03 0.02 0.0945
H 6.2969 1.4628 1.5515 0.07 0.05 0.00 0.1030
H -5.1987 -0.7870 3.5692 -0.02 0.00 -0.03 0.0954
H 0.8237 3.0113 -2.1703 0.04 -0.01 0.15 0.1442
H -1.5905 -3.2654 -2.1538 0.06 -0.03 -0.01 0.1266
H 1.5862 2.9841 1.6122 -0.01 -0.07 0.12 0.1072
H -4.2614 2.9769 -1.8555 0.04 0.00 0.03 0.0981
H 4.2543 1.6404 2.8701 -0.03 0.07 0.06 0.1071
H -6.8208 -0.0856 3.3472 0.05 -0.08 -0.01 0.0922
H 1.8310 4.7318 1.4602 -0.02 -0.01 0.12 0.1061
H 1.0620 -3.3400 0.5827 0.14 0.08 0.08 0.1173
```
Positions in Å, forces in eV/Å.

Summary:
* E_tot: -45184.9995 eV
* structure (SMILES): COCCN(C(=O)Cn1nnc2ccccc21)[C@H](C(=O)NC1CCCC1)c1ccc(OC)cc1OC
* multiplicity: 1
* HOMO-LUMO gap: 8.732 eV
* LUMO level: 0.55 eV
* charge: 0

Entry 2:
The following is a DFT calculation (ωB97M-V/def2-TZVPD) of a molecular structure, C26H34As2Cl2MgN3Se.

Geometry as XYZ:
```
69
Properties=species:S:1:pos:R:3:forces:R:3:lowdin_charge:R:1
Se -2.6383 3.3194 -0.8565 -0.40 -0.09 0.32 1.1768
As -0.2113 -2.2610 -0.7944 0.11 -0.28 -0.53 1.0774
As 1.8391 -1.3383 1.6031 0.16 -0.10 0.25 1.1289
Cl -3.0499 -0.4386 -0.9530 -0.25 -0.08 0.10 0.5388
Cl -2.5300 0.3505 -3.7723 -0.06 0.08 0.21 0.5843
Mg -0.4605 0.6048 0.0593 0.07 -0.04 0.02 0.5258
N -2.1344 4.5285 -1.9936 0.21 0.46 -0.38 -0.2130
N -1.8024 1.7328 3.7773 -0.13 -0.13 -0.05 -0.2557
N -1.2382 2.2801 -1.1611 0.49 -0.53 -0.27 -0.3376
C -0.4718 2.8857 -2.0635 -0.44 0.11 0.06 -0.3775
C -0.1870 -2.1094 -2.7526 0.02 0.02 0.06 -0.2993
C 1.7486 -4.3663 -1.2924 -0.16 0.03 -0.10 -0.1163
C 0.7313 2.3684 -2.6036 0.27 0.00 -0.18 -0.0262
C 2.7122 3.0103 1.7771 0.01 -0.04 -0.08 -0.0937
C 1.4616 -3.2429 -0.5231 0.09 0.15 0.21 -0.4267
C 3.3946 -1.1532 2.7815 -0.05 0.06 -0.05 -0.3020
C 2.3622 -2.8383 0.4671 -0.07 0.06 -0.02 -0.4382
C 3.5575 -3.5314 0.6229 0.06 0.00 0.07 -0.0983
C -1.3560 0.3635 3.6445 0.02 0.27 0.08 -0.1083
C 0.7480 3.6245 3.0034 -0.08 0.02 0.02 -0.0510
C 0.5827 1.9287 1.2802 -0.01 -0.26 0.09 -0.2366
C 1.9516 2.1070 1.0470 0.01 0.20 0.09 -0.1957
C 2.9316 -5.0641 -1.1138 0.03 0.00 -0.04 -0.0692
C -0.9830 4.1553 -2.5311 -0.21 -0.33 0.33 -0.3594
C 3.8485 -4.6326 -0.1671 -0.03 -0.02 0.02 -0.0643
C 0.7411 -2.4110 2.8406 0.01 0.05 -0.02 -0.2972
C 2.1046 3.7683 2.7689 0.02 0.03 -0.01 -0.0799
C -0.2647 4.8878 -3.5129 0.30 0.09 -0.27 0.0019
C 0.8860 4.3561 -4.0021 -0.28 0.34 -0.01 -0.0495
C -3.7215 -0.1951 -2.5891 -0.04 0.12 -0.44 -0.9195
C -1.4561 -3.7713 -0.6711 -0.15 0.23 0.19 -0.2792
C -0.0148 2.7068 2.2751 0.12 0.12 0.02 -0.2704
C -1.4836 2.5496 2.6155 0.15 0.02 0.22 -0.2038
C 1.3787 3.0952 -3.5542 0.00 -0.36 0.25 -0.0410
C -1.4307 2.3126 5.0555 -0.02 -0.06 -0.08 -0.0956
H 2.6833 4.4759 3.3485 0.00 0.01 -0.01 0.1048
H -0.3471 2.2981 5.2408 -0.01 0.04 0.02 0.0857
H 4.7813 -5.1641 -0.0323 0.00 0.00 0.00 0.1119
H 3.1388 -5.9377 -1.7173 0.00 0.01 -0.01 0.1110
H -2.4787 -3.4242 -0.8135 0.02 0.01 0.00 0.0069
H -1.2062 -2.0974 -3.1347 0.02 0.02 0.05 -0.0021
H -4.1056 -1.1512 -2.9240 -0.01 -0.04 0.13 0.0376
H 3.5882 -2.0664 3.3430 -0.03 -0.03 -0.04 0.0307
H 4.2875 -0.8685 2.2268 -0.05 0.00 -0.07 0.0296
H 0.6332 -1.8679 3.7788 -0.03 0.00 -0.02 0.0174
H -0.2507 -2.5824 2.4189 0.00 0.00 0.02 0.0073
H 4.2686 -3.2170 1.3764 0.00 -0.01 -0.01 0.0921
H 1.4501 4.8964 -4.7498 0.00 -0.01 -0.01 0.1147
H -1.9376 3.5322 2.7741 -0.06 -0.04 -0.06 0.1250
H -4.5124 0.5430 -2.5261 0.05 0.02 0.10 0.0347
H -0.2608 0.2712 3.5672 -0.04 -0.03 -0.02 0.0689
H 0.3428 -2.9560 -3.1841 -0.01 -0.01 0.03 0.0260
H -1.9947 2.0658 1.7700 -0.08 0.06 -0.14 0.0630
H 3.7696 3.1256 1.5705 -0.01 0.02 0.01 0.1017
H 1.2187 -3.3705 3.0321 0.02 0.00 -0.01 0.0363
H -1.8111 -0.0778 2.7472 0.04 -0.08 0.00 0.0761
H -1.2188 -4.5065 -1.4373 0.08 0.04 -0.02 0.0324
H 1.1099 1.4118 -2.2587 0.09 0.02 -0.06 0.1048
H 0.3109 -1.1911 -3.0603 0.00 0.00 -0.02 0.0131
H 0.2740 4.2368 3.7627 0.00 0.00 0.00 0.1085
H -1.6944 -0.2034 4.5118 0.00 -0.09 -0.04 0.0933
H 1.0452 -4.7088 -2.0431 0.03 -0.02 0.00 0.0931
H 2.2934 2.7153 -3.9895 0.01 -0.01 0.03 0.1166
H 2.4495 1.5322 0.2693 0.07 -0.05 0.05 0.0722
H 3.1686 -0.3500 3.4833 -0.02 0.00 -0.02 0.0251
H -0.6507 5.8402 -3.8479 0.01 0.00 0.00 0.1250
H -1.7816 3.3440 5.0994 0.02 0.01 0.02 0.0884
H -1.3745 -4.2379 0.3089 0.03 0.03 0.01 0.0332
H -1.9255 1.7542 5.8510 0.04 0.00 0.03 0.0864
```
Positions in Å, forces in eV/Å.

Summary:
* E_tot: -249490.3117 eV
* multiplicity: 1
* HOMO-LUMO gap: 6.637 eV
* LUMO level: -3.84 eV
* charge: +1

Entry 3:
The following is a DFT calculation (ωB97M-V/def2-TZVPD) of a molecular structure, C26H34BCeI2N4O4PS6Sb at a distorted geometry.

Geometry as XYZ:
```
80
Properties=species:S:1:pos:R:3:forces:R:3:lowdin_charge:R:1
Ce 0.0736 0.2102 0.0955 -0.59 0.05 0.41 -0.2974
I 0.6096 2.8409 -1.4362 -0.17 0.01 -0.02 0.4092
I 3.5873 0.4906 -0.5890 1.20 0.87 -1.19 1.0898
Sb 2.3255 -2.8461 -0.9993 0.42 -0.89 -0.03 -0.0449
S -1.5833 -1.9541 0.9823 0.80 0.54 0.49 0.7599
S 2.4397 -1.1921 0.9111 -0.64 -0.94 -0.04 0.0301
S 4.4144 -3.0343 -1.8759 -0.28 0.26 0.12 -0.2227
S 1.3224 -4.7858 -0.3632 0.17 0.47 0.02 -0.1528
S -2.0881 2.0074 1.1025 0.56 0.08 -0.59 0.6734
S 0.9396 -1.3738 -2.2059 -0.26 0.29 0.67 0.0684
P -1.9948 -0.0267 -3.0645 -0.50 -0.01 -1.00 0.5861
O -1.6626 0.0708 -1.6045 0.50 -0.02 0.64 -0.5656
O 1.9060 2.0246 1.4052 -0.25 -0.13 0.26 -0.2578
O 0.3799 0.3465 2.4052 -0.76 -0.56 -0.84 -0.2344
O 1.1374 0.5622 4.5062 -0.21 -0.17 -0.20 0.0751
N -4.1055 -1.5146 -0.0799 0.28 -0.13 -0.11 0.0202
N -3.0342 -3.2587 -0.8423 -0.17 0.26 -0.02 -0.1201
N -2.7560 1.0203 3.5498 -0.05 -0.22 -0.35 -0.0967
N -3.8557 0.0778 1.9180 0.04 0.20 0.09 -0.0219
C 1.6518 3.2384 3.4810 -0.12 0.24 0.01 -0.1413
C 4.5185 2.5945 2.7146 -0.03 -0.03 -0.01 -0.0401
C 3.6579 0.6485 -2.5933 -0.10 -0.36 0.50 -0.5040
C 2.0768 3.5540 4.7694 0.02 -0.06 -0.06 -0.0146
C -3.6680 0.6103 -3.3357 0.31 0.05 0.22 -0.1487
C 3.5718 1.6414 3.0879 0.03 -0.02 0.06 -0.1625
C 4.0115 0.4398 3.6312 -0.06 0.04 -0.04 -0.0306
C 5.3696 0.1961 3.7876 0.06 0.00 0.04 -0.0657
C 0.7552 4.0870 2.8357 0.04 -0.07 -0.07 -0.0273
C -1.9589 -4.1986 -1.0836 0.23 -0.13 -0.10 -0.0831
C 0.7664 5.5703 4.7293 -0.06 0.05 -0.02 -0.0992
C -3.5653 0.0568 4.1087 -0.02 0.02 0.08 -0.0407
C 1.6382 4.7131 5.3876 0.04 -0.04 0.03 -0.0790
C -0.8911 0.8950 -4.1604 -0.14 -0.14 0.26 -0.2060
C 0.3195 5.2492 3.4571 -0.02 0.04 0.06 -0.0761
C -4.9130 -2.1552 -0.9868 -0.18 -0.01 0.03 -0.0854
C -2.9108 0.9965 2.1995 -0.32 -0.10 0.49 -0.6814
C -2.0663 -1.6917 -3.7792 0.11 0.21 0.21 -0.1687
C -4.2429 -0.5169 3.0946 -0.09 -0.09 0.03 -0.0661
C 2.1052 1.9560 2.8158 -0.34 -0.51 0.06 -0.3155
C 1.1260 0.8225 3.3144 0.76 0.78 0.34 -0.5784
C -4.2615 -3.2412 -1.4611 0.02 -0.04 0.04 -0.0757
C -1.9607 1.9609 4.3046 0.19 0.08 0.12 -0.0164
C -2.9435 -2.1872 -0.0097 -0.41 -0.25 -0.48 -0.6468
C 5.8726 2.3489 2.8668 0.05 0.11 -0.03 -0.0831
C 6.3042 1.1457 3.4067 -0.03 -0.06 -0.01 -0.0919
B -4.5731 -0.1617 0.5709 0.01 0.10 0.01 -0.4569
H -1.2465 1.4375 4.9357 0.07 -0.08 -0.02 0.0913
H -1.4200 2.5907 3.6056 0.03 0.01 -0.03 0.0459
H 0.1288 0.5741 -3.9514 0.04 0.04 -0.03 0.0015
H -3.5785 -0.1300 5.1675 0.01 0.01 -0.01 0.1203
H -1.7315 -4.7820 -0.1942 -0.05 0.03 0.03 0.0683
H -3.9228 0.6323 -4.3949 0.03 -0.02 -0.02 0.0548
H 5.6954 -0.7447 4.2129 -0.01 -0.01 -0.03 0.1053
H 1.9777 4.9468 6.3892 0.01 0.01 -0.01 0.0988
H -4.3596 -0.0369 -2.7950 -0.02 0.03 -0.01 0.0379
H 0.4329 6.4825 5.2088 -0.01 -0.02 0.01 0.0951
H -1.1329 0.6772 -5.2011 -0.08 0.01 0.01 0.0570
H -5.7549 -0.2949 0.8046 -0.04 -0.05 -0.03 0.0749
H -3.7274 1.6126 -2.9102 -0.03 0.00 -0.02 0.0648
H 3.2943 -0.3080 3.9348 -0.02 -0.01 0.02 0.1090
H -2.8257 -2.2748 -3.2637 -0.04 0.00 0.01 0.0279
H 6.5925 3.1019 2.5699 -0.01 -0.01 -0.01 0.1000
H 2.2670 2.8483 1.0594 -0.06 0.08 -0.22 0.0474
H -1.0977 -2.1745 -3.6796 0.03 -0.04 0.02 -0.0004
H -5.8988 -1.7807 -1.2028 0.01 -0.04 0.02 0.1188
H 0.3754 3.8337 1.8523 0.02 -0.01 0.02 0.0863
H -0.3831 5.8948 2.9449 0.02 0.01 -0.01 0.1044
H 2.7453 2.8741 5.2814 0.01 0.03 0.02 0.1246
H 4.1695 -0.1668 -3.0982 0.11 0.06 0.08 -0.0561
H -4.5600 -3.9952 -2.1678 0.02 -0.01 0.01 0.1194
H -1.0441 -3.6712 -1.3508 -0.04 0.02 0.01 0.0090
H -4.9735 -1.3063 3.1075 0.00 0.03 -0.01 0.1223
H 4.1912 3.5444 2.3033 0.01 0.01 0.02 0.1245
H 7.3622 0.9470 3.5212 0.00 0.01 0.01 0.0982
H -2.3268 -1.6055 -4.8356 -0.05 0.05 0.02 0.0588
H -2.2456 -4.8613 -1.8986 -0.06 0.02 0.02 0.0949
H -2.6096 2.5860 4.9211 -0.02 -0.02 -0.04 0.0973
H 2.7173 0.9653 -3.0320 0.02 0.08 0.07 -0.0890
H -4.3578 0.7400 -0.1915 0.02 0.01 0.00 0.0604
H -0.9744 1.9600 -3.9545 0.02 0.01 -0.02 0.0135
```
Positions in Å, forces in eV/Å.

Summary:
* E_tot: -152318.3642 eV
* multiplicity: 1
* HOMO-LUMO gap (spin up / spin down): 5.488 / 5.504 eV
* LUMO level (spin up / spin down): 0.43 / 0.46 eV
* charge: -1

Entry 4:
The following is a DFT calculation (ωB97M-V/def2-TZVPD) of a molecular structure, C26H34ClMoO2 at a distorted geometry.

Geometry as XYZ:
```
64
Properties=species:S:1:pos:R:3:forces:R:3:lowdin_charge:R:1
Mo -0.4232 -0.6255 2.2722 -3.57 3.27 2.40 1.4832
Cl -1.1768 2.7862 5.0373 -0.53 0.25 -0.04 0.7645
O 1.1875 0.0837 -2.4081 -1.53 0.37 0.81 -0.1466
O -0.0057 -0.3316 -4.6435 -0.19 -0.09 -1.47 -0.1403
C -2.5399 0.9704 2.6416 0.24 -0.82 -0.92 -0.1259
C 1.2369 -1.7554 -6.2331 -0.01 -0.14 -0.02 -0.0168
C -0.0378 -0.9857 -5.9516 0.02 -0.29 -0.38 -0.5617
C -0.1094 0.3655 -6.7034 -0.20 -0.17 0.63 -0.0525
C -2.5754 -1.2455 1.9328 0.01 0.74 0.02 -0.2262
C 1.1829 1.6956 4.1986 0.32 0.37 1.83 -0.3238
C 0.6119 1.5090 2.8863 -0.37 -1.73 -1.77 -0.1342
C 0.2503 -2.5139 1.3458 1.01 -0.42 0.59 -0.1793
C -1.2679 -1.8638 -6.0655 -0.03 -0.11 -0.18 -0.0211
C -2.6021 0.1479 3.8024 0.51 -0.93 -0.62 -0.0988
C 0.0058 0.9528 -5.2917 -0.03 0.40 0.35 -0.1633
C -2.5537 0.1318 1.4735 -0.12 -0.65 1.00 -0.1731
C -0.4904 1.7748 -2.1217 -0.09 -0.22 0.01 -0.1462
C 0.6082 -2.1204 3.6164 0.99 -0.40 -0.61 -0.1316
C 0.9985 1.4607 -1.9922 0.29 -0.50 -0.31 -0.1844
C 2.3076 2.0421 6.8061 -0.55 0.03 -0.65 -0.0645
C 1.3827 -1.6171 1.4742 -0.02 -0.91 0.05 -0.1831
C 1.6135 -1.4073 2.8705 0.01 -0.62 0.28 -0.1640
C 0.4249 2.2298 5.2909 1.34 -0.55 -0.47 -0.6040
C -0.2115 -2.8199 2.6736 1.07 -0.65 -0.36 -0.1778
C 3.0865 1.5715 5.7483 0.15 -0.13 0.17 -0.0783
C 0.9642 2.3755 6.5619 0.71 -0.11 0.13 -0.1013
C -2.5785 -1.2155 3.3867 -0.32 0.67 -0.69 -0.1309
C 2.5400 1.3953 4.4832 -0.60 0.10 -0.14 -0.0663
C -0.0562 -0.6104 -2.0771 0.63 -0.32 0.60 -0.1844
C -1.2062 0.4108 -2.0169 0.54 0.01 -0.37 -0.1407
H 1.5690 2.1101 -2.6702 0.11 -0.32 0.26 0.1196
H -2.6998 -2.1243 1.2997 -0.07 0.34 0.28 0.1234
H 0.0596 -1.0783 -1.0741 0.12 0.25 -0.17 0.0771
H -0.9729 -3.5565 2.9314 0.06 0.54 -0.17 0.1338
H -1.1560 -2.7445 -5.4221 -0.10 0.13 -0.05 0.0851
H -2.5897 2.0554 2.6178 0.21 -0.29 0.09 0.1046
H -1.0928 0.5013 -7.1779 0.56 0.24 -0.03 0.1188
H -0.8466 1.5558 -4.9630 0.12 0.05 -0.15 0.1065
H -2.7022 0.4472 0.4508 0.13 0.06 0.24 0.0869
H 1.2943 -2.6348 -5.5823 0.18 0.16 -0.04 0.0871
H -2.1806 -1.3231 -5.7877 0.22 -0.05 0.01 0.0897
H -0.2549 -1.4339 -2.7781 0.39 0.55 0.17 0.1150
H -0.8381 2.4664 -1.3521 0.08 0.10 -0.15 0.1088
H 0.9456 1.4689 -5.0551 -0.18 0.08 -0.19 0.1245
H 0.5732 -2.2269 4.7059 -0.19 0.35 -0.56 0.1399
H -1.9138 0.2480 -2.8316 0.10 0.09 0.04 0.1111
H -2.7141 -2.0785 4.0433 0.29 0.38 -0.30 0.1253
H 1.3540 1.3246 2.0966 0.01 0.61 0.25 0.0491
H 0.3555 2.7741 7.3676 0.02 -0.03 -0.17 0.1072
H 1.2386 -2.1035 -7.2739 -0.07 0.03 0.17 0.0951
H 2.1178 -1.1181 -6.1026 -0.13 -0.14 0.14 0.0935
H 1.3843 1.5989 -0.9721 -0.11 -0.03 -0.01 0.1045
H 2.4545 -0.8806 3.3141 -0.47 0.07 -0.15 0.1052
H -2.7422 0.4860 4.8248 0.40 -0.04 -0.27 0.0968
H -0.6423 2.2118 -3.1071 -0.24 0.10 0.25 0.0823
H -0.0920 -2.9680 0.4186 -0.12 0.36 0.27 0.1268
H -0.1376 2.2409 2.5805 0.21 -0.19 0.09 0.0352
H 4.1386 1.3228 5.9117 -0.36 0.14 -0.05 0.1131
H 3.1740 1.0397 3.6662 -0.16 0.20 0.25 0.1082
H 0.7472 0.6016 -7.3427 -0.43 -0.17 -0.10 0.1166
H 1.9964 -1.2609 0.6509 -0.21 0.03 0.18 0.1294
H 2.7356 2.1801 7.7915 -0.07 -0.03 -0.07 0.1090
H -1.3864 -2.2129 -7.0988 0.04 0.01 0.17 0.0941
H -1.7436 0.3197 -1.0775 0.04 -0.03 -0.10 0.0501
```
Positions in Å, forces in eV/Å.

Summary:
* E_tot: -45976.6978 eV
* multiplicity: 3
* HOMO-LUMO gap (spin up / spin down): 6.776 / 6.214 eV
* LUMO level (spin up / spin down): -4.08 / -4.66 eV
* charge: +1
* expectation value of S²: 2.0341